{"formula": "C45H72As2Cl2N2O2Ti", "method": "ωB97M-V with the def2-TZVPD basis set", "relative_energy_kj_mol": 0.00, "charge": 0, "homo_ev": [-7.4, -7.7], "homo_lumo_gap_ev": [7.83, 8.11], "e_tot_ev": -224750.3260, "multiplicity": 3, "species": ["Ti", "C", "N", "C", "C", "C", "N", "C", "C", "C", "C", "C", "C", "C", "O", "C", "C", "C", "C", "C", "C", "C", "C", "C", "C", "C", "C", "C", "C", "C", "O", "C", "C", "C", "C", "C", "C", "C", "C", "H", "H", "H", "H", "H", "H", "H", "H", "H", "H", "H", "H", "H", "H", "H", "H", "H", "H", "H", "H", "H", "H", "H", "H", "H", "H", "H", "H", "H", "H", "H", "H", "H", "H", "H", "H", "H", "H", "H", "H", "H", "H", "H", "H", "H", "H", "H", "H", "H", "H", "H", "H", "H", "H", "C", "As", "C", "C", "C", "C", "C", "C", "C", "As", "C", "C", "H", "H", "H", "H", "H", "H", "H", "H", "H", "H", "H", "H", "H", "H", "H", "H", "Cl", "C", "Cl", "H", "H"], "coordinates": [[-0.11448, -0.53353, 0.75656], [-3.21486, -0.09856, 1.31884], [-1.98751, 0.71252, 1.37816], [-1.81822, 1.20138, 2.75473], [-2.12693, 1.84407, 0.43994], [-0.78293, 2.44177, 0.08220], [0.12346, 1.43990, -0.50407], [1.54499, 1.87181, -0.40221], [1.96499, 2.38740, 0.93984], [2.60504, 3.60437, 1.04767], [3.02894, 4.09430, 2.28166], [2.78662, 3.30012, 3.38926], [2.15112, 2.05130, 3.34537], [1.70465, 1.61264, 2.08946], [1.02083, 0.48595, 1.91537], [2.02634, 1.28361, 4.66968], [1.08126, 2.04847, 5.60740], [3.41693, 1.19253, 5.32246], [1.51097, -0.15198, 4.54570], [3.73622, 5.44583, 2.36088], [5.02400, 5.39562, 1.52650], [2.81593, 6.54130, 1.80384], [4.11165, 5.82152, 3.79346], [-0.14162, 1.25372, -1.94726], [-1.41156, 0.56991, -2.36873], [-2.16488, 1.12482, -3.39232], [-3.27649, 0.46844, -3.90538], [-3.57930, -0.77705, -3.36777], [-2.85894, -1.39360, -2.34346], [-1.77552, -0.66713, -1.81654], [-1.06001, -1.11267, -0.78039], [-3.29709, -2.80790, -1.92549], [-4.72375, -2.74737, -1.35927], [-3.29316, -3.70625, -3.17432], [-2.41086, -3.49555, -0.88206], [-4.15410, 1.04956, -5.01434], [-5.58173, 1.23625, -4.48452], [-3.64076, 2.40458, -5.50193], [-4.17825, 0.08828, -6.21026], [-4.07904, 0.50041, 1.63329], [-3.10590, -0.96299, 1.97004], [-3.37092, -0.44292, 0.29817], [-2.70377, 1.77261, 3.06028], [-0.93358, 1.83056, 2.82980], [-1.69079, 0.34541, 3.41528], [-2.76868, 2.61796, 0.88285], [-2.63190, 1.47758, -0.45149], [-0.31013, 2.84423, 0.97695], [-0.91991, 3.28236, -0.61248], [1.73691, 2.65391, -1.15005], [2.13934, 0.99555, -0.68610], [2.77435, 4.18288, 0.14552], [3.11334, 3.65676, 4.35577], [1.42616, 3.06652, 5.79325], [1.01099, 1.53461, 6.56910], [0.07654, 2.10627, 5.18340], [3.84000, 2.16976, 5.55403], [4.11617, 0.67259, 4.66450], [3.34913, 0.63156, 6.25716], [0.49036, -0.21407, 4.18063], [1.55067, -0.61517, 5.53507], [2.12106, -0.74629, 3.86657], [4.81549, 5.15837, 0.48273], [5.70537, 4.63585, 1.91339], [5.53541, 6.36069, 1.55505], [2.57364, 6.36720, 0.75484], [3.30038, 7.51781, 1.87608], [1.87900, 6.58158, 2.36243], [4.79897, 5.09790, 4.23604], [3.23390, 5.89865, 4.43822], [4.60963, 6.79289, 3.79354], [0.70892, 0.68264, -2.32792], [-0.10843, 2.24083, -2.43096], [-1.86391, 2.08675, -3.78827], [-4.43183, -1.30998, -3.77085], [-5.43206, -2.31194, -2.06567], [-4.75274, -2.15442, -0.44340], [-5.06809, -3.75445, -1.11365], [-3.96885, -3.35094, -3.95304], [-3.60286, -4.71654, -2.89861], [-2.29069, -3.76883, -3.60298], [-2.39015, -2.97843, 0.07371], [-1.37777, -3.59961, -1.21841], [-2.81038, -4.49922, -0.71365], [-5.59364, 1.92526, -3.63783], [-6.00990, 0.29027, -4.15079], [-6.22895, 1.64130, -5.26602], [-3.63779, 3.14828, -4.70269], [-4.28864, 2.77695, -6.29738], [-2.62896, 2.33078, -5.90528], [-4.60406, -0.87936, -5.94230], [-3.16904, -0.08380, -6.58884], [-4.78212, 0.50615, -7.01906], [3.46507, -2.07458, -3.28207], [1.80036, -1.92147, -2.24527], [0.55251, -2.08646, -3.74506], [1.71415, -3.74014, -1.53511], [1.38944, -4.82279, -2.34501], [1.29064, -6.10059, -1.81528], [1.52050, -6.30066, -0.46419], [1.85234, -5.22813, 0.35021], [1.95456, -3.94126, -0.17119], [2.27188, -2.39990, 0.99458], [2.68372, -3.28510, 2.67701], [4.09613, -1.89868, 0.47869], [3.41483, -2.92678, -3.96046], [4.31024, -2.20491, -2.60804], [3.61198, -1.16150, -3.85928], [0.94391, -2.75636, -4.51049], [0.39663, -1.09847, -4.17856], [-0.40605, -2.45161, -3.38223], [1.19757, -4.67519, -3.40116], [1.02657, -6.93333, -2.45481], [1.43038, -7.29110, -0.03627], [2.00854, -5.40729, 1.40564], [1.76946, -3.69000, 3.10599], [3.08745, -2.53661, 3.35751], [3.42484, -4.07014, 2.52853], [4.70417, -2.77453, 0.25502], [4.53900, -1.35345, 1.31324], [4.06906, -1.23650, -0.38533], [-2.91754, -5.40513, 2.67209], [-2.40579, -4.68884, 4.12136], [-0.81074, -2.27947, 2.29680], [-1.37469, -4.82977, 4.39456], [-3.02231, -3.90232, 4.52002]], "mulliken_charge": [0.0339, -1.1398, 1.0041, -1.0643, -1.3429, -0.9577, 1.8124, -1.0288, -0.7374, -0.6095, -0.6851, 0.2312, -0.6819, 0.6183, 0.6831, 2.7278, -1.6348, -1.8834, -2.0811, 1.9676, -1.6337, -1.6336, -2.1033, -2.3324, 0.8414, -0.5023, -0.5010, -0.5149, 0.8748, -0.3587, -0.3153, 2.2947, -1.7061, -1.7431, -1.9199, 1.7586, -1.5933, -2.0986, -1.5957, 0.3878, 0.3953, 0.1027, 0.3912, 0.1762, 0.2438, 0.5980, 0.3658, 0.4080, 0.3660, 0.5401, 0.0730, 0.5567, 0.4675, 0.2906, 0.4800, 0.2456, 0.3207, 0.3805, 0.5031, -0.0226, 0.6007, 0.0796, 0.3200, 0.3600, 0.4544, 0.3172, 0.4566, 0.3515, 0.3898, 0.3834, 0.4394, 0.5469, 0.2946, 0.5984, 0.4223, 0.2810, 0.2826, 0.4878, 0.3157, 0.5033, 0.2664, 0.1491, 0.1177, 0.6331, 0.3340, 0.3060, 0.4561, 0.3634, 0.4348, 0.3691, 0.2998, 0.3424, 0.4571, -1.3904, 0.9849, -1.2262, -0.3427, -0.4948, -0.8849, -0.8067, -0.7610, 0.4369, 1.1846, -1.5295, -1.3584, 0.4011, 0.3485, 0.4281, 0.6697, 0.4803, -0.0621, 0.3235, 0.4081, 0.4079, 0.3755, 0.3428, 0.4471, 0.5169, 0.3845, 0.5325, 0.2990, -0.0944, -0.5306, -0.2215, 0.2891, 0.3088]}